Computed, not measured: a molecular structure, C22H37BrN2PtSi2, with ωB97M-V/def2-TZVPD.

Last column: natural (NBO) charge in e.
Cartesian coordinates (Å):
Pt: 1.17554 -1.57913 -0.42816  0.572
Br: 1.55237 -4.86384 -0.78258  -0.038
Si: -0.34878 3.15097 -0.02715  1.691
Si: -2.95275 1.73747 -1.07478  1.688
N: -0.46591 -2.95035 -0.27356  -0.664
N: 1.22954 -1.44646 1.81393  -0.440
C: -1.75658 -2.64733 0.11491  -0.037
C: 5.79201 -0.59510 0.42194  -0.275
C: -0.27234 -4.27702 -0.57361  0.119
C: 4.82086 -0.59071 1.41613  -0.251
C: -1.33040 1.69223 -0.32916  -1.767
C: -1.23875 -5.23689 -0.57931  -0.306
C: 5.38946 -0.72458 -0.90093  -0.238
C: -3.67819 0.02341 -1.41857  -1.111
C: -3.16996 2.64290 -2.74903  -1.122
C: -4.24674 2.64384 -0.00098  -1.112
C: 3.03986 -0.89354 -0.24326  -0.215
C: 0.09671 4.30712 -1.48640  -1.124
C: 4.04475 -0.87303 -1.22098  -0.243
C: -2.78442 -3.54041 0.12399  -0.280
C: 1.34191 2.73054 0.72277  -1.117
C: -2.57654 -4.88842 -0.27642  -0.382
C: 3.47966 -0.72148 1.08702  -0.010
C: 2.40545 -0.60703 2.12751  -0.252
C: 1.39272 -2.79139 2.36648  -0.420
C: 1.19434 -1.53470 -2.38391  -0.651
C: 0.02801 -0.80835 2.36658  -0.435
C: -1.17064 4.37951 1.18172  -1.114
H: 2.29526 -3.24139 1.95440  0.219
H: -4.09790 3.72733 -0.02962  0.209
H: -0.69826 0.84980 -0.66241  0.275
H: -3.76443 -3.18704 0.42363  0.197
H: -4.46103 0.07037 -2.18286  0.202
H: 1.46996 -2.74637 3.46491  0.152
H: -0.95853 -6.25462 -0.81803  0.202
H: -2.90438 -0.66128 -1.76896  0.243
H: -2.59714 2.14485 -3.53608  0.218
H: -4.16911 2.32783 1.04128  0.221
H: 0.73933 3.79161 -2.20532  0.219
H: 1.71040 1.79540 0.29257  0.244
H: -2.03019 4.86985 0.71468  0.211
H: 1.26801 2.60314 1.80710  0.206
H: 6.13148 -0.72436 -1.69397  0.185
H: -1.91941 -1.60872 0.36979  0.210
H: 0.18249 -0.56672 3.43027  0.154
H: -2.80551 3.67215 -2.68585  0.209
H: -0.80110 4.62259 -2.02459  0.210
H: -0.80974 -1.49824 2.28535  0.213
H: -1.53469 3.85799 2.06964  0.219
H: 0.89042 -0.62387 -2.90082  0.142
H: 5.10957 -0.48016 2.45851  0.181
H: 6.84220 -0.50025 0.67627  0.184
H: -0.21796 0.09247 1.80006  0.260
H: -4.11019 -0.41901 -0.51719  0.215
H: 1.76399 -2.23870 -2.99202  0.130
H: 3.75442 -0.97816 -2.25937  0.210
H: 0.53865 -3.40315 2.07995  0.226
H: -3.37849 -5.61052 -0.33224  0.182
H: 2.77566 -0.83521 3.13932  0.164
H: 2.08575 3.50847 0.52491  0.207
H: -5.26265 2.43958 -0.35696  0.200
H: 0.61842 5.20552 -1.13564  0.196
H: 2.04812 0.42364 2.13503  0.225
H: -0.47100 5.16340 1.49172  0.200
H: -4.22358 2.67351 -3.05164  0.196

## Properties
- Spin multiplicity: 3
- Frontier orbital gap (alpha / beta): 3.8910 / 5.2157 eV
- Expectation value of S²: 2.021
- Charge: -2

***

Computed, not measured: 6 unconnected molecules or ions with the total composition C22H37Cl10N3O3S, with ωB97M-V/def2-TZVPD.

Last column: Löwdin charge in e.
Cartesian coordinates (Å):
Cl: -8.22739 2.90477 0.36397  0.616
Cl: -4.05379 3.98650 2.37424  0.583
Cl: -4.98117 -3.02790 2.76026  0.535
Cl: -7.23240 -0.46748 2.64155  0.539
Cl: -9.66123 7.24427 2.24153  0.537
Cl: -3.55094 1.03570 0.74101  0.509
Cl: 3.49940 -7.16298 1.13641  0.539
Cl: 6.79489 -6.46538 0.61050  0.559
Cl: -6.89520 5.40344 -1.53622  0.551
Cl: -8.65968 4.59401 4.14552  0.537
S: -1.11221 0.83589 -0.76651  0.678
O: 7.02202 1.23532 -3.48611  -0.223
O: 6.20039 -3.02260 -0.23378  -0.080
O: 4.07025 -1.29861 -0.44043  -0.119
N: 0.96518 -2.17912 -2.89471  0.176
N: 0.90406 -1.53241 1.18085  0.165
N: 1.55424 1.24761 -1.77500  0.078
C: -6.21492 -2.74397 1.50640  -0.660
C: -7.94982 5.13607 2.60239  -0.719
C: 5.24143 -3.00426 -2.48861  -0.051
C: 4.80145 -7.16755 2.35227  -0.661
C: 2.90631 -0.46969 -0.41928  -0.216
C: 3.50800 0.23676 -2.93676  -0.132
C: -6.44689 -1.26921 1.25785  -0.676
C: 4.75092 1.04689 -2.37027  -0.153
C: 1.77021 -1.10747 0.50624  -0.140
C: 1.41427 -1.17396 -2.46980  -0.156
C: -6.85937 2.77326 -0.76986  -0.628
C: -3.92272 2.36633 3.10619  -0.627
C: 5.84430 -6.10675 2.07439  -0.650
C: 0.31350 0.99149 -1.58158  -0.620
C: -2.94897 1.48114 2.35896  -0.610
C: -6.02282 4.03408 -0.80109  -0.666
C: 7.67700 1.76096 -2.30351  -0.113
C: 5.65107 1.66779 -3.56198  -0.214
C: 5.05048 -3.48186 -0.96988  -0.362
C: -7.99746 6.64113 2.44784  -0.660
C: 3.75590 -2.70995 -0.39674  -0.140
C: 2.35904 -0.04049 -1.85147  -0.343
H: 6.93974 -3.65757 -0.38092  0.083
H: -6.91259 4.79560 2.59522  0.029
H: 3.20625 0.49329 0.12176  0.172
H: 6.55043 -6.05394 2.90462  0.075
H: 5.24431 1.24442 -4.54368  0.130
H: -5.70890 4.33163 0.20038  0.009
H: -2.79888 0.54962 2.90732  0.085
H: -6.24961 1.93247 -0.43415  0.041
H: -7.44062 6.93857 1.55722  0.062
H: 6.19372 -3.42725 -2.95350  0.088
H: 5.24047 -8.16570 2.37464  0.069
H: -7.10869 -1.13785 0.39962  0.074
H: -5.12763 3.86981 -1.40335  0.076
H: 7.80819 0.93137 -1.52466  0.096
H: -8.47870 4.63155 1.79104  -0.041
H: -5.85393 -3.22076 0.59356  0.073
H: -7.55873 7.14729 3.30888  0.068
H: 3.63702 -3.08032 0.67675  0.140
H: 8.71698 2.07730 -2.62312  0.095
H: 5.43156 0.28392 -1.86001  0.107
H: 5.34931 -1.87092 -2.56750  0.064
H: -7.13178 -3.24801 1.81417  0.069
H: 4.88067 -4.60368 -0.93322  0.128
H: 5.53334 2.79472 -3.58752  0.125
H: -5.51351 -0.74602 1.05099  0.000
H: 5.39174 -5.12180 1.94984  0.061
H: 4.46594 1.81446 -1.58818  0.120
H: 7.10508 2.59796 -1.79818  0.096
H: 2.89891 -3.01915 -1.07316  0.130
H: -7.25898 2.53114 -1.75546  0.072
H: 3.77360 -0.72468 -3.47236  0.115
H: 4.35608 -3.35266 -3.12703  0.093
H: 4.33209 -6.97996 3.31939  0.074
H: -4.92148 1.92793 3.13856  0.060
H: 3.01795 0.90794 -3.72592  0.132
H: -3.58113 2.50950 4.13240  0.079
H: -1.97827 1.96400 2.23696  0.069

## Properties
- Frontier orbital gap: 9.1936 eV

***

Computed, not measured: a molecular structure, C22H37ClN3O6Ti, with ωB97M-V/def2-TZVPD.

Last column: natural (NBO) charge in e.
Cartesian coordinates (Å):
Ti: 0.82448 -0.29610 0.92638  1.447
Cl: 1.59783 -1.07531 2.99724  -0.589
O: -1.02844 -0.37718 1.94315  -0.674
O: -0.81073 -2.40270 -2.09015  -0.649
O: -1.73964 0.45015 -0.91876  -0.692
O: 0.22069 -1.67597 -0.22453  -0.795
O: 0.53816 1.59308 0.85526  -0.674
O: 0.64074 1.53046 -3.73102  -0.754
N: 0.23963 3.83442 0.71999  -0.386
N: -2.26905 0.01776 -3.12753  -0.429
N: -2.20498 -1.35737 3.63573  -0.413
C: 3.35827 1.31176 0.70502  -0.638
C: 3.66114 -0.19464 -4.29739  -0.237
C: 4.57622 -1.68087 0.83577  -0.650
C: 0.19610 2.61750 0.18903  0.586
C: 2.38659 -0.17771 -3.70850  -0.132
C: -0.77317 -2.32094 -0.85302  0.828
C: 3.92895 -1.20451 -5.22380  -0.256
C: 1.72693 -1.40276 -3.53441  -0.277
C: 1.99190 -2.42752 -4.43818  -0.213
C: 0.05133 5.01211 -0.12291  -0.404
C: -3.40905 -0.83697 -2.84283  -0.415
C: 3.01927 -2.26832 -5.37445  -0.321
C: 0.53600 4.07636 2.14312  -0.420
C: -1.90802 -2.92195 -0.05808  -0.733
C: 3.28405 -1.16241 0.27520  -0.236
C: -1.28015 -1.38158 2.68241  0.561
C: -1.64611 0.68871 -2.13639  0.531
C: 1.70961 1.08743 -3.31990  0.180
C: -1.67059 -0.10220 -4.44362  -0.423
C: -2.32533 -2.48242 4.55658  -0.399
C: 2.68994 -0.02856 0.72610  -0.390
C: -2.96060 -0.14256 3.92993  -0.419
H: -1.01679 1.50422 -2.52225  0.162
H: 5.34002 -1.78251 0.06167  0.198
H: 1.24140 4.91366 2.21640  0.201
H: -4.01474 -0.39352 4.10716  0.193
H: -2.86986 0.53060 3.07304  0.252
H: 4.39309 0.56978 -4.01681  0.192
H: -2.45648 -3.54973 -0.77206  0.227
H: 2.92117 -1.70277 -0.60978  0.227
H: 1.38955 -3.34025 -4.39940  0.192
H: 4.95411 -1.01597 1.62551  0.196
H: -1.08109 0.80109 -4.64315  0.267
H: 4.82054 -1.17929 -5.84552  0.188
H: 4.44841 1.16668 0.61071  0.193
H: -1.63958 -3.54558 0.80821  0.206
H: -2.47704 -0.22828 -5.17647  0.165
H: 2.25579 1.59529 -2.46823  0.050
H: 4.43314 -2.68203 1.25078  0.207
H: -3.95558 -0.47288 -1.96495  0.206
H: 0.96789 3.19534 2.62641  0.254
H: -4.05991 -0.80897 -3.72450  0.183
H: 3.17601 1.85845 1.63048  0.182
H: -2.58832 -2.11790 0.26381  0.241
H: -0.01397 4.65803 -1.15946  0.234
H: -0.99535 -0.97331 -4.49150  0.225
H: -2.60163 0.35040 4.84692  0.195
H: 3.04379 1.97699 -0.11987  0.205
H: -0.37638 4.37429 2.68013  0.199
H: 0.91001 5.69671 -0.00281  0.204
H: 3.15237 -3.01859 -6.15789  0.183
H: -3.06953 -1.86861 -2.67157  0.217
H: -1.86679 -2.24144 5.52806  0.198
H: -3.38089 -2.73243 4.72763  0.195
H: -1.81259 -3.34759 4.12195  0.220
H: -0.86985 5.55429 0.15509  0.195
H: -0.72706 -2.32692 2.57669  0.180
H: 1.03112 -1.52381 -2.70963  0.249
H: -0.14359 2.49473 -0.85045  0.203

## Properties
- Spin multiplicity: 3
- Frontier orbital gap (alpha / beta): 2.5031 / 5.6166 eV
- Expectation value of S²: 2.097
- Charge: -1

***

Computed, not measured: a molecular structure, C22H37ClP2Pd, with ωB97M-V/def2-TZVPD.

Last column: natural (NBO) charge in e.
Cartesian coordinates (Å):
Pd: -0.06752 0.02016 -0.56594  0.735
Cl: 1.88982 2.14622 1.35639  0.009
P: -0.33429 -1.46891 -5.51719  0.847
P: 0.31023 1.87586 -5.46442  0.841
C: 0.50468 1.84402 -2.05243  -0.212
C: -1.38949 0.65861 3.10072  -0.195
C: 0.75838 -1.20648 -2.29583  -0.283
C: 1.33802 3.33736 -5.85102  -0.947
C: 1.73568 1.18881 -2.56777  -0.445
C: -0.95672 1.36262 0.73592  -0.603
C: 1.19752 1.40088 3.85648  -0.222
C: 1.36353 -2.10574 -5.78560  -0.952
C: -1.24936 -2.97498 -6.02185  -0.947
C: -0.52928 1.22197 2.13959  -0.066
C: 0.32763 0.81518 4.79084  -0.219
C: -0.41722 -0.42269 -7.07445  -0.708
C: 0.35617 -1.51797 0.69438  -0.851
C: -0.56793 -1.64906 -2.32247  -0.245
C: 0.78110 1.56870 2.53444  -0.050
C: -1.78597 -0.92071 -2.76237  -0.438
C: 0.38988 0.88944 -7.05499  -0.706
C: -0.82972 1.45660 -2.18901  -0.268
C: -1.34480 2.61229 -5.73745  -0.948
C: -1.50224 0.55460 -3.17414  -0.512
C: -0.95928 0.44101 4.40655  -0.213
C: 1.44002 -0.19792 -3.18416  -0.520
H: -0.77466 2.36134 0.32410  0.201
H: -0.05465 -1.07358 -7.88320  0.212
H: -1.33505 3.16269 -6.68697  0.213
H: 0.02333 1.56252 -7.84442  0.214
H: 2.20426 1.70942 4.13852  0.224
H: 2.46472 1.07405 -1.73962  0.220
H: -2.01313 1.08617 0.61205  0.196
H: -0.60256 -1.69475 1.19804  0.189
H: 2.38551 -0.62138 -3.56392  0.217
H: 0.67132 0.65128 5.81215  0.217
H: -0.83954 -3.38701 -6.95287  0.214
H: 1.46588 -1.89718 -1.81500  0.220
H: 0.68885 2.76031 -1.48533  0.219
H: -1.53409 2.13988 -1.70941  0.217
H: 1.39775 -2.59892 -6.76539  0.212
H: 0.96095 3.86884 -6.73512  0.215
H: 1.10250 -1.13496 1.40055  0.198
H: -2.46556 0.99875 -3.46503  0.217
H: -1.14747 -3.72524 -5.22535  0.239
H: -2.39206 0.36803 2.77981  0.213
H: 2.38497 3.04629 -6.01527  0.235
H: 2.22457 1.81193 -3.32949  0.217
H: 0.69773 -2.38721 0.12238  0.179
H: -1.64017 -0.02042 5.12269  0.215
H: -0.90290 0.50730 -4.09690  0.254
H: 1.30621 4.01817 -4.98923  0.238
H: 1.45668 0.69191 -7.24574  0.223
H: -2.12611 1.84058 -5.76783  0.234
H: -2.55018 -0.93704 -1.95951  0.210
H: -0.75592 -2.63893 -1.89373  0.214
H: 0.81171 -0.03072 -4.07332  0.258
H: 1.59853 -2.83132 -5.00043  0.236
H: -2.31762 -2.75731 -6.15531  0.233
H: -1.48470 -0.21993 -7.25152  0.221
H: -2.23041 -1.43198 -3.62810  0.216
H: -1.56522 3.30128 -4.91577  0.235
H: 2.10810 -1.29782 -5.75618  0.232

## Properties
- Spin multiplicity: 3
- Frontier orbital gap (alpha / beta): 5.3819 / 6.5056 eV
- Expectation value of S²: 2.028
- Energy above the lowest of the compared OMol25 structures with the same formula, charge and spin: 0.00 kcal per mole

***

Strongest force on any atom list, top to bottom, in eV/A: 0.5, 4.4, 4.6, 1.9
E_tot list, top to bottom, in a.u.: -4242.2535, -6250.4155, -2785.8293, -2131.0516